# 1
56
Properties=species:S:1:pos:R:3 method="wB97M-V/def2-TZVPD" de_lowest_kj_mol=16.90 e_homo_ev="-6.44 / -9.02" spin_multiplicity=5 total_energy_ha=-3682.9107 s_squared=6.0400 gap_ev="6.538 / 8.429"
Cr -0.0261 -0.5715 0.3001
C -0.3188 3.5941 1.2760
C -0.5677 2.1587 0.9598
N 0.4415 1.3275 0.5956
N 1.4781 1.8430 -0.1724
C 1.6052 1.3242 -1.3940
N 2.7276 1.6113 -2.0922
S 0.3570 0.3620 -2.0418
C -1.8457 1.5565 0.9455
C -3.0400 2.1529 1.4144
C -4.2281 1.4880 1.2791
C -4.2575 0.2170 0.6871
C -3.0613 -0.3332 0.2812
N -1.8971 0.3007 0.3958
H 0.6795 3.7281 1.6922
H -1.0272 3.9698 2.0103
H -0.4002 4.2243 0.3864
H 2.2532 2.2992 0.2934
H 3.5768 1.8109 -1.5869
H 2.8535 1.0854 -2.9432
H -3.0072 3.1271 1.8780
H -5.1420 1.9425 1.6373
H -5.1780 -0.3293 0.5561
H -3.0116 -1.3253 -0.1477
C 2.5564 -4.0404 1.4375
C 1.9514 -3.8049 0.0671
O 2.3525 -4.8909 -0.7446
P 0.0808 -3.7997 0.0758
O -0.2390 -4.6559 -1.2257
O -0.4669 -4.6934 1.2354
O -0.6351 -2.4698 -0.0139
P 2.5485 -2.2068 -0.6189
O 1.8169 -2.3201 -2.0610
O 4.0043 -2.0867 -0.7937
O 1.8395 -1.1598 0.2516
H 2.1895 -4.9764 1.8558
H 2.3330 -3.2260 2.1170
H 3.6336 -4.1215 1.2924
H 2.0008 -4.7560 -1.6331
H -1.1637 -4.5825 -1.4798
H -0.2865 -4.2156 2.0869
H 2.4491 -2.1381 -2.7634
O 0.0401 -2.7426 2.9953
C -0.4571 -1.6170 3.1130
O -0.3650 -0.6768 2.2732
C -1.2677 -1.2793 4.3330
C -1.0691 -1.9899 5.5108
C -1.8477 -1.7196 6.6244
C -2.8428 -0.7535 6.5569
C -3.0453 -0.0451 5.3808
C -2.2519 -0.3007 4.2736
H -0.2997 -2.7489 5.5425
H -1.6847 -2.2663 7.5430
H -3.4614 -0.5543 7.4219
H -3.8196 0.7073 5.3275
H -2.3868 0.2568 3.3542



# 2
45
Properties=species:S:1:pos:R:3 method="wB97M-V/def2-TZVPD" de_lowest_kj_mol=245.18 e_homo_ev=-7.66 total_energy_ha=-1473.1364 gap_ev=7.106 smiles="COc1ccc(C=C2C(=O)c3ccccc3C2=O)cc1.C=S(C)(C)=O"
C 5.0430 -2.9357 0.5711
O 4.7400 -1.7460 1.3351
C 3.5075 -1.2050 1.1562
C 2.5631 -1.7332 0.2416
C 1.3043 -1.1791 0.1719
C 0.9447 -0.0646 0.9626
C -0.3851 0.4894 0.9097
C -1.5269 -0.2512 0.9350
C -2.8973 0.3397 0.8344
O -3.1867 1.5151 0.6428
C -3.8378 -0.8057 1.0128
C -5.2265 -0.8228 0.9703
C -5.8899 -2.0428 1.1359
C -5.1626 -3.2319 1.3569
C -3.7673 -3.2038 1.4112
C -3.1215 -1.9875 1.2292
C -1.6570 -1.7176 1.2128
O -0.7931 -2.5633 1.4078
C 1.9206 0.4813 1.8355
C 3.1685 -0.0835 1.9541
H 6.0499 -3.2075 0.8812
H 4.3380 -3.7466 0.8044
H 5.0183 -2.7297 -0.5084
H 2.8101 -2.5943 -0.3825
H 0.5890 -1.6185 -0.5190
H -0.4893 1.5734 0.9251
H -5.7560 0.1121 0.8063
H -6.9774 -2.0785 1.0944
H -5.6913 -4.1754 1.4855
H -3.1682 -4.0939 1.5864
H 1.6328 1.3375 2.4467
H 3.9092 0.2989 2.6525
C -0.2019 2.0380 -2.3472
S 1.2003 2.8553 -2.5010
C 1.1660 3.9193 -3.9745
C 1.2926 4.0587 -1.1461
O 2.4367 2.0642 -2.5158
H -1.0754 2.6037 -2.0335
H -0.2124 0.9820 -2.5987
H 0.2717 4.5518 -3.9189
H 2.0810 4.5282 -4.0157
H 1.1074 3.2525 -4.8457
H 0.3844 4.6745 -1.1702
H 1.3456 3.4741 -0.2159
H 2.1986 4.6684 -1.2764



# 3
48
Properties=species:S:1:pos:R:3 method="wB97M-V/def2-TZVPD" de_lowest_kj_mol=0.00 e_homo_ev="-8.68 / -8.68" spin_multiplicity=3 total_energy_ha=-2141.4339 s_squared=2.0195 gap_ev="7.767 / 5.703"
H 1.9830 4.1526 -0.3499
N 1.3304 2.2721 -1.1201
B 0.1742 0.4392 -2.6494
N 0.5718 1.8923 -2.2111
C 0.4201 2.9867 -3.0082
Pd 2.5170 1.1167 0.1030
H -0.0466 2.8952 -3.9781
C 0.9581 4.0987 -2.3524
H 0.9061 5.1148 -2.6712
C 1.5166 3.6211 -1.1655
H 0.2766 0.5097 -3.8716
C -1.9720 -3.1272 1.9934
H -1.1412 -3.3753 2.6551
H -1.6412 -2.4155 1.2368
H -2.3113 -4.0374 1.4998
N -1.3797 0.0164 -2.4843
N 1.2191 -0.6280 -2.2358
N -2.1304 -0.0677 -1.3171
N 2.1830 -0.4393 -1.2334
C -2.1838 -0.2793 -3.5427
C 1.5648 -1.7249 -2.9498
H -1.7635 -0.3002 -4.5369
H 1.0156 -1.9654 -3.8468
C -3.4676 -0.5886 -3.0804
C 2.6466 -2.3391 -2.3402
C -3.3790 -0.4562 -1.6748
C 3.0206 -1.4916 -1.2779
H -4.3228 -0.8360 -3.6763
H 3.1038 -3.2644 -2.6236
H -4.1836 -0.6065 -0.9619
H 3.8401 -1.5637 -0.5830
H -2.7708 -2.7176 2.5539
O 2.9712 1.9040 6.3950
S 2.7442 0.7458 5.5699
O 3.4362 -0.4792 5.8964
N 2.9673 1.1406 3.9524
C 1.8483 1.1765 3.2540
S 1.7039 2.1728 1.8912
C 0.6843 0.6125 3.9516
C -0.6333 0.5516 3.5108
C -1.6570 0.2742 4.4171
C -1.3521 0.0944 5.7788
C -0.0229 0.2205 6.2375
C 0.9866 0.4492 5.3059
H -0.8143 0.7563 2.4608
H -2.6863 0.1906 4.0670
H -2.1657 -0.1420 6.4759
H 0.2068 0.1351 7.3006



# 4
15
Properties=species:S:1:pos:R:3 method="wB97M-V/def2-TZVPD" de_lowest_kj_mol=393.82 e_homo_ev=-13.69 total_energy_ha=-800.8255 total_charge=+1 gap_ev=9.884
C 0.5329 0.4895 0.3684
C -0.2130 -0.3705 -0.6536
N 0.2653 -1.3146 -1.5653
N -0.5291 0.7483 1.3467
O -1.3178 0.2381 -1.0931
O -0.8812 -1.5820 0.6157
Cl -0.4239 -3.1671 0.7215
H 1.4165 0.0749 0.8425
H 0.8424 1.4796 -0.1648
H -0.3004 -2.1901 -1.7749
H 1.2173 -1.6677 -1.4129
H -1.3304 0.9874 0.8071
H -0.2933 1.3574 2.1324
H -0.5804 -0.2837 1.5434
H -1.7905 -0.3945 -1.5576



# 5
17
Properties=species:S:1:pos:R:3 method="wB97M-V/def2-TZVPD" de_lowest_kj_mol=382.62 e_homo_ev=-13.86 total_energy_ha=-305.3070 total_charge=+1 gap_ev=10.361
C 1.6030 -0.4865 -0.5318
C 0.1333 0.2356 1.4766
C 0.3050 0.1083 0.0098
N -1.0890 1.9773 -0.5967
N -1.0114 -1.4381 -0.4606
O -0.0995 1.0145 -0.8710
H 1.8716 -1.4238 0.0790
H 1.2757 -0.9071 -1.5159
H 2.4020 0.3011 -0.5291
H 1.0085 0.9326 1.7741
H -0.7555 0.6731 1.8965
H 0.4370 -0.6431 1.9843
H -1.3466 2.3944 -1.5200
H -0.8848 2.4215 0.3294
H -0.9898 -2.0614 0.3244
H -0.9025 -1.9952 -1.2892
H -1.9568 -1.1033 -0.5598



# 6
12
Properties=species:S:1:pos:R:3 method="wB97M-V/def2-TZVPD" de_lowest_kj_mol=550.54 e_homo_ev=-8.82 total_energy_ha=-410.7936 gap_ev=8.421
N -2.4914 0.0944 -0.1965
N -1.4263 -0.7646 -0.0983
C -0.2275 -0.2132 0.3005
C 0.3981 1.2117 0.0388
N 1.6986 1.1289 -0.2381
N 2.5380 0.0893 0.0725
C 1.9901 -1.0317 0.0204
O 0.7119 -1.2757 -0.1218
H -3.1303 -0.4616 0.2774
H -2.3835 1.0638 0.4201
H -0.2304 2.0431 -0.1544
H 2.5527 -1.8844 -0.3207



# 7
23
Properties=species:S:1:pos:R:3 method="wB97M-V/def2-TZVPD" e_homo_ev="-1.83 / -1.84" total_energy_ha=-1299.0435 total_charge=-1 gap_ev="4.336 / 4.338"
C 0.3760 -0.1561 -3.2376
C -0.6718 -1.0571 -3.5385
C -0.4216 -2.2967 -2.8693
C 0.8154 -2.1825 -2.1592
C 1.3184 -0.8716 -2.3283
Sn -1.9021 0.4919 1.0752
P -0.7100 2.8622 0.1564
H 0.5017 0.8641 -3.5813
H -1.5240 -0.8397 -4.1798
H -1.0671 -3.1745 -2.8852
H 2.2072 -0.4380 -1.8859
H 1.2904 -2.9647 -1.5709
H -1.1753 4.1384 0.6189
H -0.8439 3.0271 -1.2612
H 0.7087 2.9895 0.3195
N -0.2069 1.1072 3.4852
C 0.1793 -0.1073 2.9991
N 0.2692 -1.1240 3.8649
S 0.3876 -0.4029 1.3072
H 0.0575 1.3171 4.4487
H -0.0823 1.9046 2.8593
H 0.4748 -2.0538 3.5174
H 0.0189 -1.0332 4.8455



# 8
140
Properties=species:S:1:pos:R:3 method="wB97M-V/def2-TZVPD" e_homo_ev="-0.61 / -5.24" spin_multiplicity=2 total_energy_ha=-13580.0867 s_squared=0.7537 total_charge=-1 gap_ev="2.509 / 7.136"
C -2.4054 1.3156 -3.9545
Br -3.7901 0.0084 -3.3532
Br -3.1995 2.1371 -5.5497
Br -0.8224 0.2415 -4.3954
H -2.1512 2.0927 -3.2337
C 5.7946 -4.1126 -6.3271
C 4.6753 -4.7173 -5.5464
O 4.4661 -4.0456 -4.3356
P 3.7690 -2.5817 -4.3224
O 2.5681 -2.4600 -5.2149
O 3.3502 -2.4497 -2.7361
C 2.0801 -2.0098 -2.3562
C 1.8274 -1.8585 -0.8266
O 4.9850 -1.5667 -4.4450
C 6.1783 -1.6489 -3.6669
C 7.2692 -0.6951 -4.1419
H 6.0572 -4.8770 -7.0584
H 5.4348 -3.1592 -6.7140
H 6.6112 -3.9609 -5.6213
H 3.7866 -4.8626 -6.1606
H 4.9964 -5.7195 -5.2627
H 2.1039 -1.0300 -2.8333
H 1.3949 -2.5552 -3.0051
H 2.6270 -1.3792 -0.2619
H 0.9131 -1.3276 -0.5613
H 1.8624 -2.8839 -0.4585
H 6.0103 -1.4239 -2.6137
H 6.4495 -2.7034 -3.7183
H 7.0268 0.3228 -3.8366
H 8.2420 -0.8120 -3.6642
H 7.3536 -0.9113 -5.2069
C -0.1490 0.8917 4.4599
C 0.1896 2.3899 4.1895
O -0.6234 3.2798 4.8726
P -0.1492 4.7563 5.0282
O 1.1275 4.9625 5.7741
O -1.3720 5.3898 5.6755
C -1.8094 4.9429 6.9411
C -2.9204 5.7829 7.5686
O -0.1862 5.3937 3.5045
C -1.3960 5.5868 2.8216
C -1.8143 4.3920 1.9583
H 0.3734 0.2960 3.7114
H 0.2237 0.6114 5.4451
H -1.2271 0.7314 4.4711
H 1.2217 2.5894 4.4780
H 0.2161 2.6421 3.1294
H -2.2058 3.9295 6.8773
H -0.9576 4.9136 7.6206
H -3.1912 5.5072 8.5877
H -2.5086 6.7918 7.5949
H -3.8562 5.7799 7.0097
H -2.1953 5.9052 3.4909
H -1.2508 6.4431 2.1629
H -2.6120 4.6321 1.2553
H -0.8839 4.0754 1.4869
H -2.1160 3.5157 2.5322
C 0.2621 6.5791 -0.1153
C 0.8834 6.4099 -1.5050
O 0.1297 5.4410 -2.2099
P 0.7381 4.5898 -3.4316
O -0.3635 4.0917 -4.3215
O 1.6663 3.4208 -2.6668
C 1.0659 2.5600 -1.6969
C 1.7170 2.6742 -0.4058
O 1.7703 5.7245 -4.0181
C 1.7918 6.0838 -5.4480
C 2.1702 7.5119 -5.7317
H -0.8211 6.6982 -0.1432
H 0.4396 5.6459 0.4191
H 0.6724 7.4185 0.4459
H 1.0521 7.3406 -2.0466
H 1.8439 5.9441 -1.2844
H -0.0141 2.6971 -1.6440
H 1.1738 1.5117 -1.9753
H 1.2867 1.9805 0.3165
H 2.7586 2.3532 -0.4005
H 1.4836 3.6954 -0.1044
H 2.5371 5.3730 -5.8048
H 0.8825 5.8064 -5.9812
H 3.0367 7.9458 -5.2326
H 2.1173 7.7382 -6.7967
H 1.4285 8.1822 -5.2973
C -4.4769 1.8036 0.0836
C -2.9866 1.4318 0.0111
O -2.9535 0.0211 0.1477
P -1.6666 -0.7535 0.5860
O -0.5819 0.1675 0.9896
O -2.1240 -1.7109 1.8314
C -2.9954 -1.2421 2.8507
C -2.6138 -1.9305 4.1529
O -1.4925 -1.7296 -0.6364
C -2.4992 -2.6365 -1.0108
C -2.5466 -3.8975 -0.1976
H -5.0200 1.5428 -0.8247
H -4.9257 1.3489 0.9667
H -4.7319 2.8528 0.2332
H -2.4770 1.7726 -0.8901
H -2.4658 1.9266 0.8308
H -2.8464 -0.1738 3.0079
H -4.0619 -1.3167 2.6382
H -2.9393 -1.3670 5.0273
H -2.9751 -2.9571 4.2140
H -1.5249 -1.9148 4.1998
H -3.4671 -2.1354 -1.0050
H -2.4381 -2.8655 -2.0748
H -2.9835 -3.7335 0.7875
H -3.2124 -4.6200 -0.6697
H -1.5785 -4.3570 0.0016
C -2.5536 -6.0594 2.9097
C -1.7801 -7.1657 2.2100
O -0.5758 -7.4255 2.8186
P 0.8586 -7.1601 2.0722
O 1.9779 -7.8390 2.7439
O 0.6166 -7.5057 0.5165
C 1.6163 -7.1896 -0.4109
C 1.2129 -6.0582 -1.3325
O 0.9148 -5.5342 2.0248
C 1.2421 -4.8279 3.2130
C 0.9865 -3.3333 2.9385
H -1.9591 -5.1548 3.0376
H -3.4647 -5.8024 2.3693
H -2.7303 -6.4384 3.9163
H -2.3472 -8.0966 2.2068
H -1.7094 -6.9663 1.1408
H 2.5430 -7.0012 0.1312
H 1.7138 -8.0997 -1.0028
H 0.8472 -5.1751 -0.8087
H 1.9955 -5.9067 -2.0759
H 0.4707 -6.3432 -2.0783
H 0.5784 -5.1165 4.0281
H 2.2842 -5.0392 3.4529
H 1.4994 -2.9568 2.0535
H -0.0866 -3.1829 2.8200
H 1.2809 -2.6935 3.7704
C -7.6226 -0.3547 -0.4543
Cl -7.5700 1.0920 -1.5155
Cl -8.0967 0.0812 1.1994
Cl -6.1508 -1.3287 -0.4900
H -8.5078 -0.8601 -0.8404



# 9
116
Properties=species:S:1:pos:R:3 method="wB97M-V/def2-TZVPD" de_lowest_kj_mol=61.70 e_homo_ev=-9.08 total_energy_ha=-5992.0221 gap_ev=9.289
F -17.1142 -27.9099 6.1028
C -16.2291 -28.4903 5.2512
C -15.8504 -27.8783 4.0360
C -14.7867 -28.3615 3.2900
C -14.2529 -29.6042 3.5370
C -14.6901 -30.2777 4.6867
C -15.5642 -29.6841 5.6014
H -16.2393 -26.9313 3.6921
H -14.2967 -27.8231 2.4922
H -13.4852 -30.0811 2.9458
H -14.4190 -31.3020 4.8962
H -15.7426 -30.0158 6.6136
F -13.1135 -32.3660 2.1515
C -11.8982 -32.6616 1.6175
C -11.2511 -33.8072 2.1416
C -9.9604 -34.1266 1.6512
C -9.3612 -33.3315 0.6527
C -10.0420 -32.2137 0.1884
C -11.2655 -31.8240 0.6827
H -11.7144 -34.4548 2.8713
H -9.3744 -34.9746 1.9734
H -8.4461 -33.6481 0.1744
H -9.6548 -31.6136 -0.6218
H -11.7921 -30.9136 0.4369
F -15.8577 -29.2835 0.1791
C -16.5520 -30.1427 0.9516
C -15.9108 -31.2938 1.2905
C -16.5347 -32.2054 2.1661
C -17.8328 -32.0432 2.5439
C -18.5256 -30.8854 2.1463
C -17.8182 -29.9227 1.4103
H -14.8474 -31.4486 1.1827
H -16.0498 -33.0997 2.5286
H -18.3477 -32.8296 3.0758
H -19.5325 -30.7027 2.4915
H -18.4662 -29.1515 1.0206
C -13.9101 -24.6053 5.1478
Cl -12.7165 -24.1157 6.3975
Cl -13.0072 -25.7385 4.0232
H -14.8175 -25.1226 5.4595
H -14.1236 -23.6428 4.6830
C -9.6250 -28.5577 1.6307
Cl -10.9877 -29.2075 2.6374
Cl -8.2023 -29.6297 1.8164
H -9.8903 -28.5639 0.5735
H -9.4360 -27.5172 1.8947
C -18.0704 -23.6222 3.1672
Cl -16.5576 -24.4957 3.2543
Cl -18.1959 -22.5301 4.5937
H -18.2139 -23.0866 2.2288
H -18.9039 -24.3129 3.2957
C -15.7819 -33.2524 9.2199
Cl -16.5583 -32.0633 8.1285
Cl -16.3390 -34.9442 8.8705
H -14.7010 -33.2628 9.0798
H -16.0938 -33.0036 10.2343
C -12.8780 -28.3515 6.9065
C -11.4076 -28.1531 7.4512
O -10.6708 -29.1567 7.4131
C -11.0513 -26.7835 7.9801
H -13.0844 -29.4215 6.9315
H -12.9290 -27.9562 5.8920
H -13.5923 -27.8405 7.5520
H -10.1042 -26.8962 8.5077
H -11.8949 -26.3497 8.5169
H -10.8700 -26.0550 7.1898
C -16.6515 -27.4345 9.0901
C -15.7623 -28.0809 10.1800
O -14.7987 -28.7060 9.8728
C -16.2013 -27.8933 11.6331
H -17.5951 -27.2111 9.5878
H -16.7655 -28.2168 8.3396
H -16.2817 -26.4783 8.7200
H -16.0117 -26.8911 12.0177
H -15.5265 -28.4710 12.2648
H -17.2334 -28.1903 11.8191
C -15.6389 -36.4220 5.2265
C -14.6412 -35.5418 4.5077
O -14.1022 -35.8951 3.4619
C -14.3281 -34.1922 5.0958
H -16.4412 -35.8355 5.6743
H -15.1074 -36.9788 5.9982
H -16.0579 -37.2059 4.5956
H -13.7709 -33.5321 4.4310
H -13.6997 -34.2483 5.9846
H -15.2196 -33.6720 5.4461
C -13.3544 -24.9812 -1.1261
C -12.4873 -26.2970 -1.0860
O -11.2393 -26.2173 -1.1991
C -13.1718 -27.5708 -0.7320
H -12.8983 -24.2757 -0.4316
H -14.4342 -25.0837 -1.0186
H -13.1662 -24.4511 -2.0597
H -13.4294 -28.1385 -1.6261
H -14.1004 -27.4039 -0.1861
H -12.4799 -28.2055 -0.1784
C -19.0717 -29.6749 8.5592
C -19.8601 -29.5266 9.8377
O -19.4826 -28.7389 10.7205
C -21.1117 -30.3697 9.9798
H -19.2246 -30.5184 7.8861
H -17.9999 -29.6431 8.7547
H -19.2455 -28.7476 8.0132
H -20.8541 -31.4222 9.8612
H -21.7890 -30.1211 9.1627
H -21.5336 -30.1979 10.9701
C -20.1491 -27.8481 5.3553
C -20.1959 -27.0682 4.0370
O -21.1083 -26.2403 3.7574
C -19.1682 -27.4286 2.9588
H -20.3802 -27.0824 6.0958
H -19.2082 -28.3678 5.5360
H -20.8959 -28.6376 5.4394
H -18.3412 -26.7203 2.9108
H -19.6772 -27.3995 1.9954
H -18.8567 -28.4572 3.1410